Record 1
Here is a structure of composition C30H69Cl12N3 in a non-equilibrium geometry from the Open Molecules 2025 dataset. Energies are from wB97M-V/def2-TZVPD.

Charge: 0
HOMO, eV: -7.5
Lowest unoccupied orbital energy, eV: -0.117
M, g mol⁻¹: 897.3

CARTESIAN COORDINATES (ANGSTROEM)
Cl 0.4666 -1.6640 2.3054
Cl -3.1464 -4.0160 1.1564
Cl 4.6716 -1.9350 1.8874
Cl 0.6956 1.5530 2.4604
Cl -3.0494 3.5450 -0.8326
Cl -1.8314 3.7600 1.9444
Cl 3.9116 -5.1760 2.8764
Cl 2.5986 -0.9990 -1.4486
Cl 0.0906 -4.5330 1.2444
Cl 6.1046 3.2860 3.1154
Cl 4.2306 0.5380 2.4684
Cl -1.3514 1.0780 -2.0086
N -0.4784 -2.8370 -3.3636
N -4.8714 0.0410 2.7774
N 3.1146 2.7840 -3.8196
C 1.2746 4.4000 -3.8306
C 3.7416 2.5710 -2.5236
C 0.9486 -1.7290 0.5764
C -1.2974 3.3340 -0.5026
C -0.2714 4.0630 2.9424
C -5.4334 2.4050 3.4664
C -4.9084 1.4190 2.3384
C 2.1086 1.7490 -4.2836
C 0.1666 2.8210 3.6144
C 2.8976 0.5720 -4.8076
C -0.7684 -3.9270 2.6494
C -0.6774 -1.3380 -3.2466
C 5.6766 2.0050 4.3204
C 2.2926 -1.1070 0.3544
C -2.7194 -0.6620 2.9174
C 2.6466 4.1140 -3.9756
C 4.2356 1.4380 4.0634
C -1.4844 -3.4120 -4.2556
C -1.0364 1.8900 -0.4386
C -3.8274 -0.2630 3.5954
C -0.8214 -4.6500 -4.9756
C 3.4466 -3.7110 3.6284
C -1.4524 -3.1530 -1.1516
C -1.9764 -3.1360 2.2074
C 3.1086 -2.6240 2.4494
C -5.2234 -0.9740 1.5844
C -0.4504 -3.5300 -2.0596
C 4.9056 3.5500 -2.1096
C -6.6004 -0.9170 0.9864
C -0.0184 -0.7380 -4.5466
H 0.9976 -1.1550 -4.5066
H 0.1376 -4.4500 -5.3666
H 6.4936 1.2570 4.2374
H -0.6644 -5.4580 -4.2116
H 1.0206 3.0500 4.3374
H 1.6416 1.4050 -3.2706
H -0.9584 -4.7890 3.4014
H 0.5796 4.4330 2.3754
H 2.6176 -3.1500 1.7064
H -1.7334 -2.2920 1.9794
H -2.4054 -1.5550 2.3854
H 2.2466 0.0900 -5.4136
H 3.3066 -0.1160 -4.0166
H -0.5264 2.5350 4.3944
H 0.3796 3.8740 -3.7596
H -1.0884 -3.3850 -0.1646
H -7.0324 -1.5910 1.5844
H 2.4066 -0.0360 0.7474
H -1.8024 -1.2850 -3.1626
H 4.3096 -3.4140 4.1744
H -4.5034 -0.6460 0.8084
H -0.7594 3.9350 -1.4426
H -2.5504 -2.8250 2.9904
H -5.5634 1.6090 1.5594
H -2.0744 -2.3200 -1.2516
H -6.5764 -1.2780 -0.1426
H -6.4624 2.4360 3.4544
H 4.6626 4.4380 -1.7946
H 1.1286 4.6620 -2.6966
H -1.4814 1.2170 0.4784
H 5.6686 2.6230 5.2744
H 0.1706 0.3190 -4.4816
H -1.8434 -2.7550 -5.0466
H -0.0444 -0.9090 -2.5946
H 5.6696 3.6590 -2.9076
H -1.4744 -4.8480 -5.7896
H 3.3036 4.8170 -3.8156
H -0.0434 -4.4990 -1.9446
H 0.8296 5.3780 -4.3886
H -5.0244 3.3140 3.2004
H -4.9684 -1.9320 1.9054
H 0.5676 -3.2610 -1.5666
H -0.6194 4.7590 3.5814
H 4.2506 1.5470 -2.6566
H -4.8494 2.1700 4.2554
H -3.6024 0.5740 4.3014
H 3.4826 2.1950 4.0924
H 5.4746 2.8080 -1.5986
H 2.5896 4.1380 -5.0716
H -1.8534 -0.9530 3.7474
H -3.9734 1.7540 2.0584
H 3.0886 -1.7900 0.5554
H -0.0534 1.8330 -0.0916
H -4.2204 -1.1340 4.0114
H 0.2286 -1.1770 -0.0456
H 1.3156 2.2010 -4.8576
H 2.4736 -3.8810 4.0284
H -1.0834 3.8460 0.3034
H -0.1884 -3.2920 3.1884
H 3.9176 0.7140 4.7284
H 2.9736 2.4820 -1.7176
H -2.1134 0.1440 2.5314
H -7.1454 0.0160 0.9204
H 0.7966 -2.8160 0.1724
H -2.4974 -3.4680 -3.7876
H -2.2634 -3.9720 -1.2316
H 3.6916 0.8100 -5.5986
H 2.4666 -1.6130 2.7114
H -0.4874 -0.8860 -5.5406

Forces on the atoms, in the same order (eV/Å):
Cl 0.156 2.694 -1.381
Cl 0.247 0.380 0.728
Cl 1.109 -3.044 -0.416
Cl -0.333 0.558 0.892
Cl -0.266 0.490 0.167
Cl 0.179 0.486 4.330
Cl 0.509 -1.755 -0.912
Cl -0.483 0.221 0.165
Cl 0.692 -1.737 0.821
Cl -0.229 -0.312 -0.025
Cl -0.343 2.709 1.568
Cl 0.199 0.747 1.116
N 0.155 0.131 0.039
N -5.794 0.991 -4.229
N 0.142 -0.174 0.589
C -4.718 6.347 4.921
C 0.643 -1.640 -0.814
C -1.059 -0.751 -1.945
C -0.628 -0.087 -8.285
C 0.015 -2.105 -2.616
C 1.698 -1.752 -3.623
C -1.496 0.091 2.696
C 2.342 0.276 4.462
C 1.450 0.127 2.058
C 2.259 0.818 -0.318
C -2.996 -4.070 0.950
C -1.956 -3.528 -4.861
C -0.870 0.809 0.575
C 0.172 1.226 -1.459
C 10.113 -0.613 0.231
C -1.753 -4.668 -6.366
C 2.133 0.973 -2.003
C 0.755 -0.252 -0.593
C -1.037 -2.143 1.744
C -2.514 0.195 2.564
C -1.808 0.208 2.644
C -1.266 2.637 -2.869
C -4.041 -4.057 2.054
C -1.820 -12.009 1.850
C 1.743 2.169 4.047
C 2.634 4.804 0.239
C 5.255 3.041 -1.353
C 0.977 -6.226 -4.091
C 1.488 0.965 -3.510
C -0.258 -0.536 0.092
H -0.507 -0.239 -0.400
H 1.035 0.866 -0.313
H -0.839 0.411 0.398
H -0.529 0.301 -1.042
H -0.402 -0.042 -1.478
H 0.063 0.315 -1.706
H -0.265 1.004 -1.726
H -0.506 0.252 -0.715
H -0.736 -1.007 -1.526
H 4.115 7.202 -5.441
H -3.540 3.507 0.061
H -2.006 -2.344 -1.543
H -0.401 0.837 -0.864
H -0.836 -1.010 -0.617
H -0.773 -2.738 -1.216
H -0.493 0.918 0.048
H -3.066 -2.458 1.667
H -0.129 -1.871 -0.369
H 1.238 1.180 0.273
H -0.118 0.613 1.130
H 0.040 -0.578 0.129
H -1.120 -2.116 2.183
H -1.537 -1.079 2.950
H -1.160 -0.303 -1.926
H -0.062 1.961 -0.173
H 0.089 0.357 2.405
H -2.128 -0.171 0.844
H -1.240 4.516 2.561
H 0.127 0.577 -1.115
H -0.008 2.042 -2.409
H 0.180 -1.359 -0.876
H -0.486 0.532 0.337
H 1.034 0.724 -0.269
H 1.302 0.832 3.302
H -0.936 0.269 -0.434
H -0.545 -1.172 -0.634
H 3.301 3.722 1.864
H -1.136 -2.191 -1.299
H 1.654 -1.957 1.139
H 0.395 2.469 -0.822
H 0.305 -1.607 0.554
H -0.872 1.142 -0.901
H -0.763 2.324 2.384
H -0.833 1.276 0.678
H 0.695 -0.960 3.523
H -0.441 -0.894 -0.209
H -0.267 0.778 -0.429
H 0.500 0.492 2.149
H 1.062 0.388 -0.861
H -1.692 0.705 -0.930
H 2.358 0.788 -0.857
H -0.056 0.688 0.241
H 2.255 -0.531 -0.526
H -0.317 -1.552 2.523
H -0.191 0.160 0.651
H 0.210 -0.098 -0.635
H -0.267 -0.027 1.409
H 1.549 2.092 2.339
H 1.461 0.820 1.384
H -0.071 -1.535 1.679
H 0.475 0.039 -0.024
H -0.071 0.752 -0.891
H 0.246 0.337 0.508
H 1.056 2.475 1.140
H 0.554 -1.282 0.389
H 0.816 1.050 0.079
H -0.617 0.286 1.591
H 2.330 -3.101 0.087
H 0.121 -0.408 0.704

Results of the Löwdin charge analysis, in e, for atoms 1 through 4: number 1, Cl, carries 0.748; number 2, Cl, carries 0.693; number 3, Cl, carries 0.528; number 4, Cl, carries 0.626


Record 2
Here is a structure of composition C6H12N2O in a non-equilibrium geometry from the Open Molecules 2025 dataset. Energies are from wB97M-V/def2-TZVPD.

Charge: 0
HOMO (alpha / beta), eV: -6.4 / -6.6
Lowest unoccupied orbital energy (alpha / beta), eV: 0.439 / 0.499
M, g mol⁻¹: 128.2

CARTESIAN COORDINATES (ANGSTROEM)
O -1.2971 0.8339 -2.5267
N -0.9992 -0.0004 -1.6835
N 1.0058 -0.8829 -0.4692
C -0.8990 0.5168 -0.2695
C 2.1929 -1.6927 -0.0610
C 0.7352 -0.6540 -1.7567
C -2.2751 0.3918 0.3741
C -0.3376 1.9154 -0.2427
C 0.1180 -0.3581 0.4776
H 0.6387 0.2494 1.1427
H 2.2737 -1.9807 1.0780
H -0.3580 -1.1451 1.0624
H -0.4639 2.2496 0.7424
H 2.2120 -2.7026 -0.6575
H 0.7293 1.8797 -0.7769
H -3.0989 1.1637 -0.1036
H -0.9003 2.5251 -0.8910
H 3.1478 -1.0927 -0.3405
H -2.2027 0.6677 1.5123
H -2.8814 -0.6129 0.1920
H 1.4077 -1.1228 -2.5736

Forces on the atoms, in the same order (eV/Å):
O -0.806 1.078 -0.837
N 1.594 -2.200 0.193
N 2.227 -1.763 -3.317
C 0.156 -0.385 -0.003
C 1.462 -1.221 0.123
C -0.156 0.413 1.516
C -3.537 1.017 0.268
C 1.672 -1.043 -2.395
C -2.143 -0.287 -0.009
H 1.010 1.036 1.468
H -0.598 0.874 -2.212
H -0.068 -0.307 -0.138
H 0.724 0.897 1.452
H -0.090 1.980 1.098
H -1.934 0.248 1.806
H 2.389 -1.515 1.111
H -0.828 0.838 -0.740
H -1.602 -1.100 0.577
H -0.284 -0.746 -2.057
H 1.919 1.721 0.614
H -1.107 0.463 1.483

Results of the Löwdin charge analysis, in e, for atoms 1 through 4: number 1, O, carries -0.149; number 2, N, carries -0.173; number 3, N, carries -0.215; number 4, C, carries -0.571


Record 3
Here is a structure of composition C47H44B2F4N8O4Sb2SeTi in a non-equilibrium geometry from the Open Molecules 2025 dataset. Energies are from wB97M-V/def2-TZVPD.

Charge: +2
HOMO (alpha / beta), eV: -12.0 / -11.5
Lowest unoccupied orbital energy (alpha / beta), eV: -7.723 / -8.840
M, g mol⁻¹: 1252.9

CARTESIAN COORDINATES (ANGSTROEM)
Sb 1.8365 1.6528 -2.2768
Sb 3.3196 -0.9697 -0.5308
Se -1.4231 1.3953 7.8652
Ti -2.0816 -0.5491 0.6770
F -3.6642 0.6211 -2.3787
F -3.9918 -4.3601 1.1709
F -3.9855 -2.2864 0.0485
F -3.0667 2.8834 -2.3026
O -3.3168 -2.4056 2.2943
O -1.5819 1.2990 -1.4867
O -1.9959 -3.4408 0.4119
O -3.7473 1.8517 -0.3725
N -1.7412 2.3325 6.3847
N -0.9425 -0.0662 6.9677
N -0.7594 -1.1426 2.2670
N -1.4296 -0.0060 -1.1867
N -3.7850 0.7680 0.4040
N -3.5360 -1.0699 2.0641
N -1.3945 1.3089 1.6663
N -1.5347 -2.3265 -0.2473
C -0.2298 -2.3500 2.4711
C -1.0462 0.2168 5.6967
C -0.7139 5.1729 -3.0556
C -1.6811 -2.2838 -1.5272
C 1.7479 -3.6416 -0.1774
C 6.0453 3.2624 -4.2166
C 5.7885 -3.8847 1.6210
C 1.8502 2.4341 -0.2611
C 5.0323 -3.2123 0.6723
C 6.0575 2.5969 -2.9987
C 3.6524 3.0366 -4.3092
C -1.5913 1.9653 3.9839
C 1.0559 -4.7699 -0.6004
C -1.3566 1.0293 2.9899
C 1.0226 -3.8977 -2.8389
C -4.7405 -0.6342 1.9571
C 4.8700 2.1451 -2.4424
C -1.5717 2.5803 1.2975
C -1.4521 -0.9044 -2.1077
C 5.3567 -2.1330 3.2046
C 0.5138 3.0945 -3.1103
C -1.2624 4.8962 -4.2993
C -5.9604 1.5598 1.2205
C -1.4874 1.5435 5.3744
C -4.8021 0.6365 1.1866
C 4.4160 -2.0009 0.9807
C 2.3708 1.5637 0.8842
C -0.9507 -0.3266 3.3236
C 1.9911 0.0808 0.8033
C 1.6980 -2.7627 -2.4055
C 0.0918 -2.7964 3.7487
C -2.2705 -3.3529 -2.3563
C 3.6566 2.3657 -3.0894
C 5.9500 -3.3465 2.8904
C 0.1668 4.2779 -2.4648
C -0.7347 -0.7278 4.6320
C -0.9231 3.7218 -4.9546
C -0.0451 2.8272 -4.3584
C 2.0778 -2.6250 -1.0705
C 4.8415 3.4798 -4.8704
C -5.9677 -1.3467 2.3645
C -1.8156 3.2878 3.5786
C 4.5954 -1.4652 2.2538
C -0.2000 -2.0047 4.8389
C 0.7036 -4.9047 -1.9364
C -1.7672 3.5937 2.2337
C -1.4174 -0.6862 -3.5638
B -3.0615 1.6719 -1.7248
B -3.3750 -3.1916 0.9768
H 3.4587 1.6628 0.9575
H -1.9888 4.0517 4.3258
H -0.6044 -1.2897 -3.9772
H 4.8244 4.0036 -5.8172
H -1.9451 5.5965 -4.7616
H -6.4195 1.5722 2.2073
H -1.8904 4.6082 1.8825
H -5.7493 -2.3636 2.6761
H 0.5373 -3.7735 3.8679
H -6.6798 -1.3450 1.5374
H -2.3556 -1.0312 -4.0032
H -5.6566 2.5623 0.9302
H -1.5545 2.7808 0.2370
H 2.0898 -3.5855 0.8517
H -6.7116 1.2234 0.4995
H -1.8389 -3.3593 -3.3532
H -6.4368 -0.8046 3.1909
H 0.2069 -5.8041 -2.2782
H -1.2684 0.3655 -3.7942
H 4.1541 -0.5103 2.5215
H -3.3404 -3.1265 -2.4453
H 0.6031 4.5339 -1.5056
H 0.8250 -5.5631 0.0996
H 6.9918 2.4277 -2.4793
H -0.0721 -2.9697 1.6022
H 2.7231 3.2402 -4.8292
H 0.9637 -0.0357 0.4477
H 2.3730 3.3915 -0.2847
H 6.2585 -4.8258 1.3675
H 6.9723 3.6120 -4.6509
H 0.7872 -4.0195 -3.8902
H -1.3362 3.5032 -5.9308
H 1.9850 1.9863 1.8203
H -0.0064 -2.3415 5.8492
H 0.2199 1.9174 -4.8908
H 4.9239 -3.6504 -0.3146
H 2.0557 -0.3969 1.7832
H -0.9637 6.0971 -2.5500
H 1.9847 -2.0046 -3.1281
H 5.4935 -1.6992 4.1869
H -2.1579 -4.3199 -1.8767
H 0.7896 2.6508 -0.0988
H 4.9020 1.6191 -1.4948
H 6.5457 -3.8675 3.6281

Forces on the atoms, in the same order (eV/Å):
Sb -0.165 -0.234 -0.066
Sb 0.197 -0.077 -0.088
Se 0.018 -0.056 -0.218
Ti 1.038 0.282 1.201
F -0.099 -0.024 -0.038
F -0.021 0.021 0.001
F -0.088 -0.015 -0.129
F -0.042 -0.063 -0.030
O 0.008 -0.008 -0.067
O 0.190 0.148 -0.135
O -0.015 0.075 0.022
O -0.059 0.028 0.044
N 0.027 -0.084 0.148
N -0.050 0.140 0.106
N -0.261 -0.119 -0.261
N -1.030 -0.075 0.448
N 0.027 -0.242 -0.289
N 0.061 -0.017 -0.482
N -0.483 -0.218 -0.156
N -0.509 0.172 0.028
C 0.021 0.015 0.060
C 0.029 -0.075 0.006
C -0.028 0.023 -0.034
C 0.306 0.288 -0.194
C 0.046 -0.019 0.087
C -0.007 -0.019 0.023
C 0.006 0.004 0.022
C -0.027 0.066 0.045
C -0.008 -0.042 -0.072
C 0.005 0.011 0.007
C -0.064 0.042 -0.073
C 0.146 0.340 -0.214
C -0.014 -0.014 -0.024
C 0.182 -0.353 0.262
C -0.037 -0.039 -0.011
C -0.044 0.168 -0.091
C 0.000 -0.032 0.068
C 0.070 0.031 0.031
C 0.205 -0.574 -0.137
C 0.006 -0.015 0.000
C -0.094 0.080 -0.069
C 0.008 -0.021 -0.026
C -0.010 0.015 -0.018
C -0.023 0.071 -0.013
C 0.063 -0.010 0.095
C -0.003 -0.058 0.125
C 0.027 0.031 0.054
C -0.072 0.121 0.097
C -0.055 0.128 0.106
C 0.055 0.033 -0.034
C -0.015 0.014 -0.041
C 0.063 -0.048 0.050
C 0.104 0.133 0.048
C 0.004 -0.002 0.014
C 0.090 0.027 0.082
C 0.142 -0.072 -0.086
C 0.001 0.015 0.011
C 0.021 -0.068 -0.035
C -0.080 0.008 -0.054
C 0.032 0.019 -0.002
C 0.031 0.021 0.083
C -0.011 -0.014 -0.042
C -0.032 0.066 0.003
C 0.021 -0.019 0.011
C -0.046 0.028 0.004
C 0.019 -0.046 -0.045
C 0.140 0.065 0.023
B 0.163 0.112 0.082
B 0.091 -0.069 -0.059
H -0.009 -0.001 -0.030
H 0.001 -0.003 0.004
H -0.022 0.030 -0.037
H 0.000 -0.002 0.002
H -0.002 0.002 0.012
H -0.002 -0.007 -0.003
H -0.001 0.006 0.017
H 0.006 -0.001 0.000
H 0.002 0.002 0.005
H 0.003 -0.033 -0.004
H -0.014 0.034 -0.013
H 0.005 -0.002 0.007
H -0.031 0.039 0.013
H 0.010 0.012 -0.014
H 0.000 0.014 -0.002
H 0.013 -0.018 -0.008
H -0.012 -0.007 -0.006
H -0.002 0.000 0.002
H -0.015 -0.012 0.003
H 0.003 -0.005 -0.011
H 0.009 -0.014 -0.007
H 0.000 -0.015 0.000
H 0.006 0.004 0.011
H 0.004 0.003 -0.010
H -0.008 -0.007 0.030
H -0.004 -0.029 0.031
H -0.093 -0.019 -0.121
H -0.001 0.004 -0.003
H -0.002 0.000 -0.006
H -0.005 0.000 -0.012
H -0.007 0.009 0.008
H -0.007 0.008 0.001
H 0.021 -0.002 0.007
H -0.006 0.002 0.001
H 0.004 0.013 0.000
H -0.009 0.019 -0.003
H -0.005 -0.004 -0.009
H 0.006 -0.003 0.006
H -0.022 0.002 0.010
H 0.005 -0.003 0.002
H -0.010 -0.007 0.002
H 0.012 -0.019 -0.024
H 0.008 0.007 -0.012
H 0.001 0.005 -0.001

Results of the Löwdin charge analysis, in e, for atoms 1 through 4: number 1, Sb, carries 1.454; number 2, Sb, carries 1.477; number 3, Se, carries 1.226; number 4, Ti, carries 1.327


Record 4
Here is a cluster of 2 separate species, C3H8NO in total in a non-equilibrium geometry from the Open Molecules 2025 dataset. Energies are from wB97M-V/def2-TZVPD.

Charge: +1
HOMO, eV: -14.8
Lowest unoccupied orbital energy, eV: -5.374
M, g mol⁻¹: 74.1

CARTESIAN COORDINATES (ANGSTROEM)
O -1.5517 2.8892 0.3128
N 1.2072 -1.5852 -0.0438
C 0.1832 -2.2835 0.3070
C 0.2688 0.6190 -0.2264
C 1.1645 -0.2186 -0.7398
H -0.1992 0.5446 0.7290
H -1.8423 2.9611 1.2739
H 0.1091 -3.1135 1.0147
H 2.2179 -1.8558 0.1280
H 1.5707 -0.2819 -1.8147
H -0.7341 -1.8223 -0.0923
H -2.3662 2.5977 -0.3113
H -0.0279 1.5492 -0.5370

Forces on the atoms, in the same order (eV/Å):
O -2.727 -0.991 -0.631
N 1.991 0.285 -0.101
C -0.235 2.065 -0.567
C 1.322 -1.301 0.592
C -1.668 -1.994 -1.263
H -0.057 -0.999 0.776
H -0.006 -0.154 -2.104
H 0.746 -0.039 -0.554
H -1.695 -0.125 0.249
H -0.290 0.429 2.117
H 0.115 -0.558 0.445
H 2.572 1.227 2.764
H -0.067 2.156 -1.722

Results of the Löwdin charge analysis, in e, for atoms 1 through 4: number 1, O, carries -0.148; number 2, N, carries 0.031; number 3, C, carries 0.175; number 4, C, carries 0.071